[1]
Below is the ion C6H17N2 with charge +1 in a non-equilibrium geometry, with properties calculated with wB97M-V/def2-TZVPD.

Positions of all 25 atoms, in Å:
C 2.36338 0.90943 -0.89223
C 1.11573 0.06889 -1.13823
N 1.33300 -0.72667 -2.40907
C 0.70781 -0.83691 0.01523
C 0.15373 -0.02119 1.19453
C -1.11101 0.78825 0.97734
C -2.41167 0.02135 0.88642
N -3.03670 -0.10793 2.20937
H 2.16706 1.64540 -0.10681
H 3.22748 0.34717 -0.53302
H 2.53381 1.54509 -1.76722
H 0.31631 0.76234 -1.32526
H 2.05464 -1.42522 -2.21128
H 1.70445 -0.14702 -3.16363
H 0.47589 -1.19386 -2.70480
H -0.12357 -1.46952 -0.28905
H 1.56450 -1.44376 0.31087
H 0.94006 0.66612 1.53706
H 0.10393 -0.67657 2.07154
H -0.97315 1.37455 0.06113
H -1.20039 1.60675 1.69485
H -3.11294 0.49598 0.23369
H -2.25019 -0.97255 0.44582
H -2.54883 -0.78473 2.78249
H -3.99333 -0.42537 2.12028

Summary:
Orbital gap ... 8.324 eV
Spin multiplicity ... 1
Net charge ... +1
Calculated total energy ... -348.0691 Eh
Energy above the lowest of the compared OMol25 structures with the same formula, charge and spin ... 13.7 kcal per mole
HOMO level ... -11.93 eV
SMILES ... C[C@@H]([NH3+])CCCCN

Atom-resolved charges from Mulliken, all expressed in e: -1.495 0.167 -0.202 -0.668 -0.758 -0.620 -0.495 -0.635 0.359 0.374 0.462 0.168 0.374 0.380 0.366 0.377 0.415 0.284 0.361 0.225 0.454 0.437 0.234 0.195 0.242


[2]
Below is a structure of composition C37H30F2N3NiO2Se, with properties calculated with wB97M-V/def2-TZVPD.

Positions of all 76 atoms, in Å:
Ni -1.00064 0.18869 -0.05868
C -0.16289 0.88054 3.40667
O -0.66404 -0.03227 2.45102
C -1.37882 -1.09448 2.83907
C -1.63465 -1.41376 4.17020
C -2.35780 -2.55339 4.48807
C -2.82490 -3.38813 3.48643
C -2.57592 -3.07027 2.15905
C -1.87625 -1.92198 1.81909
N -1.62486 -1.55215 0.44659
N -2.01340 -2.43422 -0.37246
C -1.75016 -2.36299 -1.69859
C -0.73926 -1.53491 -2.26759
O -0.10607 -0.62912 -1.66669
C -0.37151 -1.80359 -3.65292
C -1.00698 -2.72596 -4.39364
C -2.06458 -3.53969 -3.85251
C -2.71192 -4.49707 -4.64707
C -3.70280 -5.29398 -4.12373
C -4.05945 -5.13263 -2.77937
C -3.44055 -4.19333 -1.98817
C -2.41979 -3.37073 -2.50178
H 0.49763 0.37820 4.11701
H -0.98737 1.37655 3.92812
H 0.42901 1.58984 2.83520
H -1.26068 -0.77101 4.95370
H -2.54687 -2.78781 5.52830
H -3.37791 -4.28537 3.73072
H -2.92411 -3.71358 1.36533
H 0.43245 -1.19450 -4.04564
H -0.72809 -2.88371 -5.43047
H -2.41290 -4.59861 -5.68444
H -4.20101 -6.03070 -4.74050
H -4.83911 -5.75233 -2.35253
H -3.74150 -4.07237 -0.95740
F -5.78442 1.02488 2.18299
C -4.70184 1.50741 1.52808
C -3.70446 0.63182 1.15047
C -2.58153 1.11035 0.47634
C -2.52529 2.49224 0.18784
C -3.54945 3.32602 0.61032
F -3.48631 4.66174 0.37302
C -4.65950 2.86648 1.28579
C -1.30834 2.92259 -0.51119
C -1.04188 4.15853 -1.09268
C 0.17618 4.34936 -1.72232
C 1.10380 3.32273 -1.76812
C 0.77194 2.10961 -1.19271
N -0.40371 1.92936 -0.58832
H -3.83547 -0.41458 1.39242
H -5.44757 3.53118 1.60609
H -1.77408 4.94731 -1.04463
H 0.39876 5.30662 -2.17800
H 2.06916 3.44413 -2.23876
H 1.43017 1.24924 -1.16407
C 7.45287 2.95206 -0.08578
C 6.19435 2.16483 0.16477
C 5.58962 2.13504 1.41229
C 4.42823 1.40823 1.65885
C 3.83565 1.45081 3.03996
C 3.81438 0.66475 0.63044
Se 2.18860 -0.28283 0.93420
C 4.43391 0.68681 -0.64015
C 3.86623 -0.07231 -1.81357
C 5.59372 1.42521 -0.84594
H 7.77369 3.47404 0.81724
H 7.31212 3.70279 -0.86807
H 8.27609 2.30701 -0.40437
H 6.03482 2.69598 2.23044
H 4.55889 1.84617 3.75731
H 3.50549 0.45880 3.34929
H 2.94459 2.08595 3.06191
H 3.20531 -0.86934 -1.47775
H 4.67040 -0.49016 -2.42440
H 3.27802 0.58521 -2.46343
H 6.04460 1.41476 -1.83621

Summary:
Orbital gap (spin up / spin down) ... 5.231 / 5.230 eV
Spin multiplicity ... 1
Net charge ... -1
Calculated total energy ... -5852.2362 Eh
Energy above the lowest of the compared OMol25 structures with the same formula, charge and spin ... 0.0 kcal per mole
HOMO level (spin up / spin down) ... -3.31 / -3.31 eV

Atom-resolved charges from Mulliken, all expressed in e: -0.286 -1.147 0.178 0.922 -0.797 -0.686 -0.855 -0.295 -0.130 1.135 -0.713 -0.076 0.351 -0.428 -0.963 -1.023 0.951 -0.769 -0.523 -0.687 -0.425 0.674 0.376 0.429 0.126 0.454 0.387 0.383 0.330 0.450 0.320 0.359 0.375 0.380 0.343 -0.368 0.309 0.212 0.713 -0.762 0.316 -0.352 -1.000 0.625 -0.891 -0.341 -0.969 -0.114 0.453 0.595 0.495 0.519 0.416 0.467 0.358 -1.438 0.700 -1.029 0.575 -1.447 0.506 -0.370 1.024 -1.925 -0.920 0.340 0.305 0.313 0.214 0.409 0.323 0.174 0.298 0.540 0.251 0.359


[3]
Below is a cluster of 3 separate species, C21H48ClFN4O7S in total in a non-equilibrium geometry, with properties calculated with wB97M-V/def2-TZVPD.

Positions of all 83 atoms, in Å:
C -1.03231 3.23861 2.92595
C 0.01430 2.31356 2.29623
C 0.04530 0.94489 2.99350
Cl 1.51348 0.72090 3.97364
N -0.17927 -0.21811 2.11182
C -1.48812 -0.15821 1.40912
C -2.14786 -1.55181 1.29460
N -3.58285 -1.60473 1.53954
C -4.36637 -0.60059 0.78878
C -4.94077 0.55035 1.60887
C -3.98808 -1.77903 2.86583
C -3.01449 -1.61285 4.00708
O -5.13024 -2.07130 3.11014
S 1.05457 -0.62326 1.11482
O 1.95675 0.45150 0.89398
O 0.53016 -1.29112 -0.02601
F 1.76770 -1.69336 1.97867
H -0.62177 3.75927 3.78890
H -1.36876 3.99399 2.21939
H -1.91163 2.69136 3.27067
H -0.10470 2.23345 1.22002
H 0.98030 2.77815 2.47564
H -0.75611 0.89645 3.72623
H -2.11244 0.52617 1.97750
H -1.35965 0.25584 0.41102
H -1.94536 -1.94099 0.29937
H -1.64185 -2.22027 1.98627
H -3.75853 -0.24539 -0.04084
H -5.20942 -1.11547 0.32609
H -4.25025 0.92911 2.36310
H -5.84113 0.22200 2.12039
H -5.21080 1.37171 0.94758
H -3.52084 -1.04399 4.78189
H -2.06783 -1.14825 3.75382
H -2.79940 -2.59629 4.42523
C 1.77389 -4.08227 -1.02616
O 1.88012 -4.92810 -2.15481
C 1.80957 -6.31763 -1.87142
C 0.50270 -6.90718 -2.35620
N -0.61785 -6.42798 -1.55854
C -1.93884 -6.73369 -2.09784
C -2.31612 -6.16378 -3.46048
O -2.48293 -4.75930 -3.48295
C -1.29613 -4.00245 -3.62942
H 2.03486 -3.07624 -1.34553
H 0.75542 -4.05521 -0.62515
H 2.46461 -4.39053 -0.23481
H 1.94819 -6.50711 -0.80257
H 2.63148 -6.80006 -2.40790
H 0.55154 -7.99774 -2.27684
H 0.40620 -6.65346 -3.42074
H -0.53881 -5.42594 -1.44863
H -2.67447 -6.36850 -1.37715
H -2.04816 -7.82258 -2.13802
H -3.29304 -6.57803 -3.72243
H -1.62197 -6.47659 -4.25037
H -0.56142 -4.51874 -4.25284
H -0.84188 -3.75965 -2.66447
H -1.56628 -3.06428 -4.11422
C 0.78003 6.75321 0.47408
O 1.13522 5.38472 0.46482
C 0.88893 4.71384 -0.76659
C 2.17939 4.36783 -1.47556
N 2.84721 5.55864 -1.98113
C 4.20681 5.33871 -2.46624
C 5.25541 4.81855 -1.48942
O 5.62322 5.73577 -0.47778
C 4.77471 5.77176 0.65258
H 0.81970 7.09095 1.50847
H 1.46957 7.36610 -0.11604
H -0.23585 6.90330 0.09650
H 0.22776 5.29856 -1.41294
H 0.37641 3.77803 -0.52353
H 1.95102 3.70552 -2.31626
H 2.80024 3.80437 -0.76623
H 2.87278 6.25725 -1.25034
H 4.56699 6.29332 -2.85671
H 4.15813 4.64754 -3.31405
H 6.16616 4.63794 -2.06574
H 4.97178 3.85678 -1.04457
H 4.35398 4.78704 0.87418
H 3.96084 6.49283 0.53070
H 5.37714 6.09215 1.50244

Summary:
Orbital gap ... 9.021 eV
Spin multiplicity ... 1
Calculated total energy ... -2532.7716 Eh
HOMO level ... -8.60 eV
SMILES ... CC[C@H](Cl)N(CCN(CC)C(C)=O)S(=O)(=O)F.COCCNCCOC.COCCNCCOC

Atom-resolved charges from Mulliken, all expressed in e: -1.483 -0.017 -0.443 -0.153 0.355 -0.562 -2.000 0.196 -0.589 -1.091 0.651 -0.790 -0.603 1.114 -0.547 -0.603 -0.221 0.355 0.293 0.387 -0.158 0.734 0.424 0.407 0.832 0.374 0.633 0.413 0.367 0.229 0.389 0.349 0.358 0.128 0.253 -0.644 -0.362 -0.771 -0.196 -0.242 -0.709 -0.467 -0.409 -0.332 0.197 0.276 0.393 0.379 0.398 0.391 0.174 -0.052 0.357 0.400 0.349 0.342 0.272 -0.023 0.298 -0.854 -0.250 -0.747 -0.208 -0.304 -0.687 -0.429 -0.433 -0.463 0.251 0.323 0.360 0.462 0.257 0.372 0.133 0.108 0.370 0.386 0.350 0.308 0.230 0.144 0.319